1.
# C12H18ClIN2O3PRu

C12H18ClIN2O3PRu as an isolated structure (the ωB97M-V functional and the def2-TZVPD basis, OMol25).

The orbital gap (spin up / spin down) comes out at 4.167 / 5.066 eV. Its electronic energy is -54332.85766 eV.

```
! wB97M-V def2-TZVPD RIJCOSX def2/J DEFGRID3
* xyz 2 6
C -2.45081 1.65051 -4.65864
C -2.49636 0.36284 -3.93499
H -3.20799 1.71570 -5.45352
H -1.45751 1.83874 -5.09032
H -2.66178 2.42749 -3.91418
O -2.95187 -0.71390 -4.16027
I -1.83241 0.73514 -1.70301
Ru 0.04753 -0.35597 -0.42317
P 1.66898 -1.30760 -1.63597
C 2.05075 -3.09522 -1.50826
C 1.38742 -1.04534 -3.40899
H 3.19726 0.45765 -0.87037
H 4.03126 -0.67805 -1.99599
H 3.67714 -1.17919 -0.30360
C 3.31265 -0.59814 -1.16599
H 1.19142 0.01697 -3.57841
H 2.25832 -1.36928 -3.99029
H 2.77586 -3.40451 -2.26656
H 1.14729 -3.69521 -1.62990
H 0.50987 -1.62739 -3.70868
H 2.47167 -3.31687 -0.52472
C -0.60980 -2.01039 -0.05538
O -0.94047 -3.07725 0.31285
Cl 1.18426 1.73372 -0.40287
N 0.01863 2.13621 5.95236
C 0.58439 1.83329 4.72894
O 1.73476 2.10971 4.43749
C -0.37289 1.20672 3.75516
C -1.76286 1.15816 3.97453
C -2.56476 0.55202 3.02005
C -1.97239 0.01713 1.86455
N -0.67325 0.18822 1.59108
C 0.12566 0.78263 2.51024
H 0.67354 2.36174 6.68504
H -0.82242 1.66512 6.25236
H -2.20816 1.61195 4.85943
H -3.64064 0.48330 3.12317
H -2.57885 -0.51290 1.12650
H 1.15661 0.94227 2.19033
*
```


2.
# C36H41FInN6O4S2SiTe

C36H41FInN6O4S2SiTe as an isolated structure (the ωB97M-V functional and the def2-TZVPD basis, OMol25).

The orbital gap comes out at 4.070 eV. Its electronic energy is -99860.66919 eV.

```
! wB97M-V def2-TZVPD RIJCOSX def2/J DEFGRID3
* xyz -1 1
In -17.29873 12.86255 -4.46422
O -21.09452 12.58474 -2.36886
C -19.96657 12.64291 -2.78878
N -19.45100 13.30964 -3.86599
C -20.15827 14.22203 -4.64686
O -21.23657 14.77777 -4.34819
C -19.59364 14.57776 -5.90473
C -20.24934 15.35118 -6.89060
C -19.56161 15.75289 -8.02954
C -18.28568 15.32894 -8.25357
C -17.61814 14.58192 -7.30617
N -18.29700 14.20082 -6.19994
C -18.98467 11.66914 -2.15602
C -19.41532 10.84746 -1.11836
C -18.56021 9.90912 -0.53414
C -17.27520 9.75164 -1.05385
C -16.88019 10.49033 -2.12273
N -17.76458 11.39332 -2.65118
H -21.29369 15.63033 -6.72303
H -19.95400 16.38005 -8.84984
H -17.83360 15.36358 -9.21319
H -16.59958 14.27192 -7.47955
H -20.36142 11.09791 -0.70039
H -18.93235 9.27371 0.25553
H -16.53603 9.07850 -0.71795
H -15.89117 10.34355 -2.58296
C -16.43291 20.71671 -5.95944
Si -16.39768 19.04221 -5.12653
C -18.08549 18.36662 -5.63871
C -16.04068 19.12600 -3.28048
N -15.45650 18.13867 -6.29487
C -14.12372 17.90153 -6.21923
C -13.19312 18.56585 -5.35180
C -11.82132 18.39761 -5.39104
C -11.24599 17.53176 -6.31568
C -12.06584 16.67711 -7.10199
C -13.48476 16.86510 -7.04379
F -14.33940 15.97774 -7.66705
H -16.64361 21.48500 -5.17154
H -17.13620 20.76080 -6.79685
H -15.39544 20.96745 -6.20311
H -19.03561 18.95870 -5.36046
H -18.12684 17.37926 -5.16735
H -18.25195 18.30915 -6.72419
H -15.10759 19.69133 -3.08136
H -16.00901 18.10006 -2.84694
H -16.82627 19.75334 -2.74934
H -13.55525 19.18464 -4.51532
H -11.13657 18.90829 -4.63034
H -10.17379 17.36734 -6.26913
H -11.62334 15.99988 -7.81619
O -10.81676 8.48513 -6.30944
C -12.05756 7.86795 -5.95691
O -11.99863 6.64206 -5.70938
C -13.28594 8.73134 -5.86108
C -13.33876 10.02737 -5.39784
C -14.53871 10.73066 -5.43766
C -15.68612 10.21614 -5.96420
S -17.25632 10.88737 -6.03068
C -15.67748 8.87699 -6.45070
C -14.51462 8.09884 -6.32159
H -10.99255 9.33666 -6.79526
H -12.46204 10.54163 -5.01557
H -14.49507 11.81962 -5.08085
H -16.63080 8.50756 -6.75855
H -14.57037 7.04791 -6.56874
C -23.56576 17.31779 -2.98040
C -23.06767 16.91339 -1.57441
C -24.24012 16.78080 -0.66397
C -21.92693 17.80013 -1.12783
N -22.60267 15.53460 -1.90160
N -22.24979 14.76402 -0.92480
H -24.25796 18.16430 -3.15607
H -24.08694 16.44387 -3.36411
H -22.70838 17.43487 -3.72321
H -24.85025 17.67920 -0.77585
H -23.98049 16.79815 0.36897
H -24.83551 15.87728 -0.72651
H -22.14144 18.89451 -1.07294
H -21.12223 17.66885 -1.84087
H -21.56281 17.46954 -0.13908
H -22.24396 15.29077 -2.85362
H -21.76767 15.22199 -0.17675
H -22.00621 13.76162 -1.19768
Te -15.04678 14.59487 -3.92192
C -14.85774 14.57076 -1.82704
C -13.72507 13.99740 -1.22352
C -13.84161 13.88457 0.22621
C -15.03311 14.31995 0.71966
S -16.07829 14.86248 -0.60395
H -12.91210 13.58119 -1.72581
H -12.95004 13.57920 0.75989
H -15.40514 14.40831 1.69078
*
```


3.
# C59H45BiN9O2S2

C59H45BiN9O2S2 as an isolated structure (the ωB97M-V functional and the def2-TZVPD basis, OMol25).

The orbital gap (spin up / spin down) comes out at 4.920 / 5.408 eV. Its electronic energy is -106924.41564 eV.

```
! wB97M-V def2-TZVPD RIJCOSX def2/J DEFGRID3
* xyz -1 1
Bi 0.65062 0.37964 0.13784
C -2.76218 -7.50847 -0.35070
C -1.69342 -7.04540 0.41876
C -1.36725 -5.69552 0.52446
C -2.04389 -4.72993 -0.25650
C -3.08398 -5.20254 -1.07346
C -3.46193 -6.52993 -1.04068
C -1.67172 -3.26184 -0.23452
C -1.71151 -2.56282 1.02554
C -2.25027 -3.16079 2.24120
C -2.03768 -2.26377 3.26795
C -1.36202 -1.13821 2.67985
N -1.31032 -1.25909 1.29314
C -0.50874 -0.03167 3.29223
C 0.94187 -0.48780 3.31053
C 1.80178 -1.03218 4.30008
C 2.94273 -1.46676 3.63178
C 2.81301 -1.16004 2.22645
C 3.76152 -1.42001 1.15774
C 4.97921 -2.18944 1.53363
C 4.88911 -3.51887 1.98833
C 6.04374 -4.28506 2.19991
C 7.32268 -3.69680 2.14774
C 7.40239 -2.35421 1.74548
C 6.24937 -1.64630 1.37089
C 3.61111 -1.12764 -0.22822
N 2.37605 -0.85843 -0.83468
C 2.57445 -0.86816 -2.25055
C 1.41431 -0.82117 -3.17394
C 1.33810 -0.21362 -4.54372
C 2.44379 -0.22439 -5.39208
C 2.40527 0.28169 -6.69018
C 1.26515 0.92552 -7.18468
C 0.16067 0.98584 -6.33762
C 0.14347 0.36134 -5.09187
C 0.21067 -1.55691 -2.75094
C -0.57791 -2.41625 -3.63961
C -1.45390 -3.07855 -2.85114
C -1.18904 -2.65390 -1.45780
N -0.22973 -1.66019 -1.45925
C 3.98341 -1.04130 -2.50007
C 4.61188 -1.21782 -1.28185
N 1.57991 -0.54823 2.04730
C -0.93563 1.31229 3.42355
C -2.23284 1.66266 2.85836
C -2.99663 2.89141 3.36123
C -1.55428 4.35571 3.92031
C -0.23609 3.69380 3.93558
C -0.02075 2.33492 3.83112
H -3.03130 -8.55519 -0.36164
H -1.08166 -7.74480 1.00494
H -0.60062 -5.35924 1.22362
H -3.62338 -4.51593 -1.70540
H -4.35371 -6.79532 -1.61796
H -2.74652 -4.13112 2.34549
H -2.35304 -2.36426 4.31738
H 1.61726 -1.12113 5.37598
H 3.73447 -2.01656 4.12455
H 3.91053 -3.94493 2.18460
H 5.92572 -5.34764 2.39618
H 8.21083 -4.26782 2.42201
H 8.36899 -1.85076 1.65798
H 6.33203 -0.65268 0.95151
H 3.35692 -0.67840 -5.04685
H 3.29833 0.17765 -7.31821
H 1.23232 1.35314 -8.17759
H -0.75657 1.46629 -6.67668
H -0.79957 0.33404 -4.53266
H -0.46209 -2.47768 -4.70312
H -2.22310 -3.79764 -3.16187
H 4.46759 -1.12626 -3.47401
H 5.67500 -1.41306 -1.12849
H -2.88112 0.80084 2.66203
H -4.07308 2.74650 3.23349
H -1.45952 5.39857 4.20176
H 0.64564 4.32501 3.99835
H 0.99281 1.97244 4.07867
O -3.18530 5.90690 1.21568
C -3.26335 5.26337 2.37353
C -4.16104 5.71094 3.31893
C -4.37235 5.27610 4.66080
C -3.70686 4.27206 5.30397
C -2.59828 3.49726 4.70211
C -2.41567 4.09106 2.59588
C -1.86829 3.52450 1.30535
O -1.90976 2.19470 1.32876
N -1.35192 4.24737 0.36218
N -0.54573 3.49267 -0.44022
C -0.03777 3.94781 -1.51097
S 0.70821 5.51459 -1.64864
C 1.99647 5.10719 -2.87584
C 1.76057 3.76971 -3.59872
S 0.61697 2.68840 -2.64166
H -2.42802 5.51690 0.70392
H -4.76831 6.54850 2.96092
H -5.14669 5.79910 5.22115
H -4.02052 4.03962 6.32028
H -2.20562 2.80828 5.45999
H 2.93066 5.12193 -2.30168
H 2.00761 5.98332 -3.54032
H 2.67558 3.19544 -3.72820
H 1.30720 3.89120 -4.56805
C 2.25763 2.02319 0.55234
H 1.74914 2.92208 0.85640
H 2.86635 2.23748 -0.32047
H 2.87556 1.67128 1.37204
N -4.39735 -1.72828 -1.24694
C -3.93856 -0.53883 -1.82075
C -2.97803 0.25617 -1.14325
N -2.49808 1.34157 -1.67086
C -3.00298 1.73865 -2.84096
C -3.93059 0.94776 -3.53420
N -4.36207 -0.22529 -3.05807
H -4.32827 -1.71969 -0.23675
H -5.36110 -1.90245 -1.51628
H -2.57489 -0.05565 -0.17012
H -2.66208 2.70918 -3.21119
H -4.28025 1.24916 -4.51104
*
```


4.
# C22H63N3O8

A 8-piece molecular cluster, C22H63N3O8 overall (the ωB97M-V functional and the def2-TZVPD basis, OMol25).

The orbital gap (spin up / spin down) comes out at 8.246 / 2.392 eV. Its electronic energy is -44670.55251 eV.

```
! wB97M-V def2-TZVPD RIJCOSX def2/J DEFGRID3
* xyz 1 2
C -0.37863 -3.14263 3.29608
C -0.91289 -3.13674 4.69266
C 0.13510 -3.79013 5.73816
O -0.49125 -4.24962 6.92163
C 0.35950 -4.54309 8.09945
N -1.14849 -1.72233 5.08306
H -1.11886 -2.71454 2.62014
H -0.09794 -4.17188 3.07255
H 0.51302 -2.51609 3.27299
H -1.85816 -3.65765 4.54034
H 0.70119 -2.89879 6.00866
H 0.71845 -4.61345 5.32593
H -0.23787 -4.91895 8.93009
H 1.00036 -3.69848 8.35248
H 1.02179 -5.33012 7.73880
H -1.39291 -1.76584 6.06208
H -1.75769 -1.27513 4.41300
C 2.53512 -5.40781 -2.19964
C 1.11438 -4.83604 -1.88539
C 1.01518 -3.65246 -0.93088
O 1.63529 -2.49229 -1.44449
C 2.91466 -2.30439 -0.93674
N 0.45193 -4.55374 -3.09151
H 2.46973 -6.35423 -2.73643
H 3.19525 -5.51636 -1.33910
H 3.05993 -4.79813 -2.93516
H 0.57665 -5.72111 -1.54537
H 1.26296 -3.81327 0.11834
H 0.00153 -3.25318 -0.96488
H 2.92573 -2.21231 0.14931
H 3.36566 -1.40033 -1.34586
H 3.72698 -3.02907 -0.99218
H 0.98962 -4.00878 -3.75030
H -0.39708 -4.02465 -2.95245
C 1.26370 2.47181 0.65518
C 2.78744 2.36444 0.79772
C 3.26585 0.98531 1.28866
O 4.69145 0.79681 0.99307
C 5.52915 1.76107 1.55164
N 3.35425 2.53027 -0.52233
H 0.98441 3.43833 0.23574
H 0.69643 2.45427 1.58576
H 0.78303 1.57767 0.25824
H 3.17481 3.15770 1.43708
H 2.76313 0.07022 0.97566
H 3.10976 0.90552 2.36447
H 5.27134 2.81968 1.52027
H 6.46519 1.54158 1.03807
H 5.72238 1.48985 2.58953
H 3.86052 3.39305 -0.66158
H 4.10585 1.85805 -0.46481
C -5.44392 2.01526 -3.76482
C -5.18158 2.20990 -2.27215
O -6.25992 2.91538 -1.85531
H -5.21740 2.97293 -4.23351
H -6.44239 1.68712 -4.05376
H -4.73465 1.30927 -4.19680
H -4.19823 2.67407 -2.19678
H -5.26657 1.27303 -1.72155
H -5.90881 3.68699 -1.40480
C 1.91707 0.15479 -3.72045
C 2.88816 1.31750 -4.01631
O 3.89669 1.10804 -3.05599
H 1.14824 -0.04357 -4.46722
H 1.38259 0.38055 -2.79770
H 2.40976 -0.81637 -3.67364
H 2.41331 2.29553 -4.09433
H 3.34619 0.99686 -4.95199
H 3.65698 1.63480 -2.29005
C -3.73655 3.13867 1.20651
C -2.85928 4.29344 0.96744
O -1.69322 3.77325 0.34086
H -3.22478 2.21609 1.48045
H -4.50145 2.95464 0.45207
H -4.44041 3.41291 1.99230
H -2.66866 4.87798 1.86748
H -3.37282 5.05128 0.37580
H -1.88986 3.77252 -0.59879
C 0.09974 3.68151 -2.87333
C -1.42177 3.65602 -3.20960
O -1.92671 4.68091 -2.32482
H 0.45088 4.62751 -2.46116
H 0.63748 3.79487 -3.81465
H 0.41931 2.81376 -2.29628
H -1.81104 2.68047 -2.91831
H -1.60922 4.01838 -4.22037
H -1.81176 5.50350 -2.80621
C -1.94291 0.29152 -0.55165
C -2.70138 -0.97398 -0.08365
O -3.67376 -1.38469 -0.99385
H -1.18980 0.03407 -1.29640
H -1.46507 0.84962 0.25351
H -2.51652 1.09893 -1.00679
H -3.16477 -0.82413 0.89150
H -1.95868 -1.76547 0.01662
H -4.15941 -2.13772 -0.64934
*
```


5.
# C29H26O4Sb2V

C29H26O4Sb2V as an isolated structure (the ωB97M-V functional and the def2-TZVPD basis, OMol25).

The orbital gap (spin up / spin down) comes out at 7.807 / 6.968 eV. Its electronic energy is -77444.82302 eV.

```
! wB97M-V def2-TZVPD RIJCOSX def2/J DEFGRID3
* xyz 0 4
V 2.05044 0.56953 -1.21993
O 4.42234 0.43838 0.71406
C 3.85311 0.25938 -0.32240
O 3.82605 -0.43671 -1.37907
C 3.01565 2.36902 -1.15764
O 3.19820 3.25671 -0.37586
O 2.90897 2.05244 -2.37127
C -1.23198 -1.25512 0.78107
C -2.33975 -0.38496 0.14750
C -1.95647 0.61518 -0.95330
Sb -0.19722 1.80293 -0.60681
C -0.94440 3.78500 -0.71385
C -2.29992 4.08680 -0.61666
C -2.72148 5.41179 -0.61754
C -1.79119 6.43690 -0.72277
C -0.43792 6.13923 -0.82316
C -0.01075 4.81701 -0.82140
C -0.10634 1.72963 1.53113
C 1.07571 1.35326 2.16844
C 1.12588 1.26834 3.55616
C 0.00054 1.56421 4.31281
C -1.17267 1.96900 3.68502
C -1.22308 2.05734 2.30028
Sb 0.68293 -1.46598 -0.18551
C 0.02128 -2.26145 -2.05160
C 0.49914 -1.70056 -3.23561
C 0.07937 -2.17968 -4.47116
C -0.82055 -3.23399 -4.52979
C -1.30183 -3.80491 -3.35808
C -0.88335 -3.32083 -2.12589
C 1.11357 -3.27236 0.83574
C 1.11612 -3.25532 2.23089
C 1.40638 -4.41290 2.94066
C 1.70489 -5.58731 2.26148
C 1.71774 -5.60355 0.87333
C 1.42908 -4.44681 0.15845
H -1.57287 -2.28198 0.90778
H -0.97235 -0.88406 1.77445
H -2.84412 0.15191 0.95154
H -3.08803 -1.05323 -0.28515
H -2.78349 1.29289 -1.15682
H -1.74746 0.08601 -1.88514
H -3.04060 3.29971 -0.53699
H -3.77723 5.64063 -0.53755
H -2.12128 7.46905 -0.72574
H 0.29015 6.93648 -0.90381
H 1.05040 4.59750 -0.88467
H 1.97701 1.15011 1.59848
H 2.05246 0.98239 4.03911
H 0.03985 1.50000 5.39358
H -2.04578 2.21935 4.27599
H -2.13824 2.39101 1.82205
H 1.22281 -0.88967 -3.22022
H 0.46172 -1.73726 -5.38178
H -1.14356 -3.61630 -5.48998
H -2.00253 -4.62987 -3.40540
H -1.26345 -3.77244 -1.21684
H 0.89116 -2.34246 2.77223
H 1.40664 -4.39529 4.02350
H 1.93423 -6.48858 2.81544
H 1.95833 -6.51663 0.34295
H 1.44774 -4.46891 -0.92469
*
```


Summary of energy relative to the best compared isomer or geometry (same formula, charge and spin) in eV
0.045; 1.539; 2.589; 0.066; 1.529
(order as listed above)